2 unconnected molecules or ions with the total composition C2H4INO in a non-equilibrium geometry. Source: the Open Molecules 2025 dataset; level of theory: ωB97M-V/def2-TZVPD.

Values from the calculation:
E_LUMO = 0.233 eV
Frontier orbital gap = 8.6 eV
E = -506.220629 Ha
2S+1 = 1

Last column: Löwdin charge in e.
Positions of all 9 atoms, in Å:
C1 0.26 -0.91 -0.15  -0.456
C2 -1.26 0.73 0.10  -0.704
N1 1.46 -0.43 -0.21  0.116
O1 -0.05 -2.04 -0.36  0.062
I1 -1.10 1.89 1.74  0.739
H1 -2.21 0.16 0.16  -0.015
H2 -1.08 1.27 -0.84  -0.018
H3 1.81 0.54 -0.08  0.123
H4 2.17 -1.20 -0.37  0.153

---

A molecular structure, C21H24BrN4O6Pt in a non-equilibrium geometry. Source: the Open Molecules 2025 dataset; level of theory: ωB97M-V/def2-TZVPD.

Values from the calculation:
E_LUMO (alpha / beta) = -4.571 / -4.568 eV
Frontier orbital gap (alpha / beta) = 5.1 / 5.1 eV
Total charge = +1
E = -4178.198899 Ha
2S+1 = 1

Last column: Löwdin charge in e.
Positions of all 57 atoms, in Å:
Pt1 0.29 -0.01 0.16  1.199
N1 1.04 1.95 1.24  0.001
C1 0.01 2.99 1.15  -0.124
C2 -1.17 2.53 0.21  -0.643
O1 -1.78 3.38 -0.40  0.104
O2 -1.40 1.28 0.20  -0.161
H1 1.28 1.73 2.20  0.104
H2 1.88 2.21 0.73  0.110
H3 0.41 3.92 0.74  0.132
H4 -0.44 3.19 2.12  0.134
C3 -0.41 -3.29 -0.04  -0.053
O3 -0.42 -2.16 -0.89  -0.166
C4 -1.12 -2.26 -2.06  -0.197
C5 -1.46 -3.47 -2.65  -0.062
C6 -2.24 -3.47 -3.79  -0.658
Br1 -2.63 -5.14 -4.60  0.771
C7 -2.71 -2.31 -4.35  -0.052
C8 -2.34 -1.08 -3.79  -0.055
C9 -1.50 -1.05 -2.67  -0.164
O4 -1.01 0.12 -2.14  -0.029
C10 -2.88 0.12 -4.41  -0.255
N2 -3.90 0.08 -5.25  0.174
C11 -4.17 1.36 -5.60  -0.225
C12 -5.14 1.88 -6.46  -0.010
C13 -5.17 3.24 -6.63  -0.092
C14 -4.27 4.08 -5.97  -0.088
C15 -3.29 3.59 -5.12  -0.020
C16 -3.25 2.22 -4.94  -0.183
N3 -2.46 1.40 -4.19  0.175
H5 0.39 -3.98 -0.33  0.109
H6 -1.37 -3.80 -0.06  0.112
H7 -0.23 -2.91 0.97  0.078
H8 -1.11 -4.40 -2.23  0.103
H9 -3.36 -2.30 -5.21  0.113
H10 -1.68 0.60 -1.62  0.094
H11 -5.83 1.22 -6.96  0.111
H12 -5.91 3.68 -7.29  0.102
H13 -4.33 5.15 -6.13  0.100
H14 -2.60 4.25 -4.61  0.108
H15 -1.67 1.67 -3.63  0.152
O5 2.21 -1.19 0.38  -0.034
C17 2.09 -1.62 1.53  -0.653
O6 1.14 -1.40 2.32  -0.040
C18 3.20 -2.52 2.14  -0.155
N4 2.73 -2.85 3.51  0.075
C19 3.73 -2.36 4.50  -0.099
C20 5.02 -2.25 3.69  -0.140
C21 4.53 -1.77 2.32  -0.106
H16 3.33 -3.42 1.54  0.171
H17 2.55 -3.85 3.64  0.187
H18 1.79 -2.30 3.49  0.156
H19 3.81 -3.05 5.34  0.136
H20 3.42 -1.39 4.87  0.139
H21 5.50 -3.22 3.59  0.125
H22 5.73 -1.56 4.14  0.127
H23 5.21 -1.99 1.51  0.133
H24 4.35 -0.69 2.33  0.129

---

A molecular structure, C2H6INO2S in a non-equilibrium geometry. Source: the Open Molecules 2025 dataset; level of theory: ωB97M-V/def2-TZVPD.

Values from the calculation:
E_LUMO = -0.108 eV
Frontier orbital gap = 8.9 eV
E = -980.813348 Ha
2S+1 = 1

Last column: Löwdin charge in e.
Positions of all 13 atoms, in Å:
C1 2.23 1.96 0.18  -0.240
C2 -1.40 -1.27 0.93  -0.177
N1 3.14 1.12 0.27  -0.493
O1 -0.75 0.74 -0.68  -0.526
O2 -2.10 -1.11 -1.58  -0.321
S1 -0.75 -0.72 -0.79  0.749
I1 2.75 -0.86 -0.24  0.724
H1 1.14 1.62 -0.10  0.053
H2 2.30 2.99 0.41  0.054
H3 -2.26 -0.52 -2.33  0.068
H4 -0.79 -2.18 1.18  0.062
H5 -1.10 -0.57 1.68  0.035
H6 -2.42 -1.20 1.06  0.012

---

A molecular structure, AgH9O7 in a non-equilibrium geometry. Source: the Open Molecules 2025 dataset; level of theory: ωB97M-V/def2-TZVPD.

Values from the calculation:
E_LUMO (alpha / beta) = 7.717 / 6.427 eV
Frontier orbital gap (alpha / beta) = 5.0 / 3.7 eV
Total charge = -3
E = -678.510800 Ha
2S+1 = 2

Last column: Löwdin charge in e.
Positions of all 17 atoms, in Å:
Ag1 -10.85 3.71 1.94  0.794
O1 -12.20 5.14 4.33  -0.681
H1 -12.16 4.87 5.27  -0.237
O2 -9.54 2.37 -0.67  -0.672
H2 -8.58 2.47 -0.81  -0.238
O3 -13.64 3.98 0.15  -0.035
H3 -14.44 3.70 0.64  -0.010
O4 -9.84 6.79 1.42  -0.634
H4 -9.16 7.50 1.35  -0.248
O5 -11.67 0.75 2.66  -0.682
H5 -12.36 0.42 3.27  -0.244
O6 -10.45 6.15 -2.14  -0.080
H6 -10.29 6.34 -1.22  0.001
H7 -10.17 6.94 -2.60  -0.009
O7 -7.88 3.26 3.34  -0.055
H8 -7.25 2.63 3.68  0.008
H9 -7.37 4.05 3.18  0.022

---

A molecular structure, C6H8N2O2 in a non-equilibrium geometry. Source: the Open Molecules 2025 dataset; level of theory: ωB97M-V/def2-TZVPD.

Values from the calculation:
E_LUMO = 0.659 eV
Frontier orbital gap = 9.9 eV
E = -493.155187 Ha
2S+1 = 1

Last column: Löwdin charge in e.
Positions of all 18 atoms, in Å:
N1 -0.26 -3.05 0.16  0.098
C1 -0.51 -1.95 -0.32  -0.220
C2 -0.60 -0.51 0.01  -0.152
C3 0.30 0.02 1.15  -0.115
N2 1.47 -0.17 0.21  0.086
C4 0.41 0.48 -0.64  -0.129
C5 0.09 1.41 0.54  -0.404
C6 -0.66 2.62 0.80  -0.030
O1 0.79 2.57 0.87  0.014
H1 -1.65 -0.19 0.03  0.156
H2 0.32 -0.30 2.20  0.154
H3 2.22 0.49 0.42  0.107
H4 0.55 0.71 -1.70  0.151
H5 -1.05 3.20 -0.03  0.120
H6 -1.16 2.75 1.76  0.120
O2 -0.34 -2.57 -2.01  -0.195
H7 0.17 -1.86 -2.41  0.023
H8 -0.07 -3.64 -1.03  0.218

---

C4H9NO in the gas phase in a non-equilibrium geometry. Source: the Open Molecules 2025 dataset; level of theory: ωB97M-V/def2-TZVPD.

Values from the calculation:
E_LUMO = 1.060 eV
Frontier orbital gap = 10.0 eV
E = -287.770937 Ha
2S+1 = 1

Last column: Löwdin charge in e.
Positions of all 15 atoms, in Å:
C1 0.41 2.21 0.03  -0.091
C2 0.45 0.74 0.33  -0.298
N1 -0.80 0.10 -0.06  -0.076
C3 -0.78 -1.31 0.15  -0.234
C4 0.18 -2.27 -0.48  -0.260
O1 0.90 -2.01 -1.41  0.051
H1 -0.06 2.40 -0.91  0.055
H2 1.41 2.64 -0.01  0.074
H3 -0.15 2.81 0.75  0.075
H4 0.51 0.55 1.41  0.114
H5 1.35 0.25 -0.06  0.107
H6 -1.09 0.34 -1.00  0.114
H7 -0.73 -1.43 1.24  0.124
H8 -1.80 -1.73 0.06  0.128
H9 0.18 -3.29 -0.04  0.118

---

A molecular structure, C16H32ClO20 in a non-equilibrium geometry. Source: the Open Molecules 2025 dataset; level of theory: ωB97M-V/def2-TZVPD.

Values from the calculation:
E_LUMO = 2.442 eV
Frontier orbital gap = 9.8 eV
Total charge = -1
E = -2593.082548 Ha
2S+1 = 1

Last column: Löwdin charge in e.
Positions of all 69 atoms, in Å:
Cl1 -0.37 -0.09 -0.94  0.943
O1 -0.41 1.24 -0.38  -0.323
O2 0.56 -0.13 -2.00  -0.293
O3 0.08 -1.10 0.04  -0.408
O4 -1.73 -0.49 -1.23  -0.279
C1 -1.49 -0.88 2.25  -0.167
C2 0.02 -1.09 2.61  -0.082
O5 0.26 -0.17 3.61  0.064
C3 -0.86 0.26 4.15  -0.481
O6 -1.00 0.94 5.18  0.102
O7 -1.93 -0.19 3.38  0.025
H1 -2.09 -1.74 1.94  0.124
H2 -1.73 -0.21 1.43  0.045
H3 0.68 -0.92 1.76  0.097
H4 0.12 -2.10 3.01  0.151
C4 0.96 2.62 0.78  -0.140
C5 1.20 1.54 1.80  -0.111
O8 2.38 0.90 1.41  0.110
C6 2.73 1.37 0.18  -0.393
O9 3.70 1.04 -0.51  0.064
O10 1.81 2.33 -0.23  -0.017
H5 1.11 3.60 1.23  0.162
H6 -0.08 2.52 0.46  0.092
H7 0.36 0.85 1.77  0.090
H8 1.31 2.03 2.76  0.163
C7 -1.57 -2.90 -0.10  -0.222
C8 -2.91 -2.22 -0.09  -0.120
O11 -3.80 -3.33 0.02  0.102
C9 -3.13 -4.38 0.44  -0.548
O12 -3.67 -5.47 0.74  0.082
O13 -1.84 -4.09 0.45  0.121
H9 -0.83 -2.42 0.54  0.096
H10 -1.18 -3.06 -1.11  0.133
H11 -3.11 -1.76 -1.06  0.139
H12 -2.96 -1.57 0.78  0.068
C10 1.25 1.96 -2.42  -0.212
C11 2.74 2.07 -2.45  -0.122
O14 2.89 3.01 -3.47  0.092
C12 1.81 3.79 -3.57  -0.497
O15 1.58 4.74 -4.35  0.088
O16 0.84 3.15 -2.92  0.116
H13 1.00 1.85 -1.37  0.065
H14 0.94 1.09 -3.00  0.130
H15 3.25 1.16 -2.76  0.139
H16 3.30 2.33 -1.56  0.115
O17 0.69 -3.36 -0.94  -0.051
H17 1.57 -3.10 -1.19  -0.095
H18 0.19 -2.55 -0.95  -0.034
O18 -2.06 2.09 -2.13  -0.034
H19 -1.27 2.37 -1.69  0.014
H20 -2.43 1.41 -1.56  0.001
C13 2.90 -1.16 -0.22  -0.070
C14 2.84 -1.53 -1.68  -0.244
O19 2.79 -2.95 -1.78  -0.058
H21 3.34 -1.91 0.45  0.112
H22 1.91 -0.82 0.09  0.049
H23 3.60 -0.32 -0.26  0.010
H24 3.72 -1.25 -2.27  0.120
H25 2.00 -1.03 -2.15  0.088
H26 3.53 -3.16 -1.21  0.107
C15 -3.23 0.51 1.24  -0.114
C16 -2.49 1.85 1.12  -0.192
O20 -1.11 1.83 1.42  -0.166
H27 -4.29 0.67 1.06  0.109
H28 -3.21 0.18 2.28  0.089
H29 -2.99 -0.25 0.51  0.024
H30 -3.01 2.52 1.81  0.127
H31 -2.60 2.36 0.16  0.108
H32 -0.58 1.53 0.68  -0.200

---

Molar mass list, top to bottom, in Da: 184.964, 703.427, 235.046, 228.933, 140.142, 87.122, 579.865